# C62H73ClF12N10O2P2

9 unconnected molecules or ions with the total composition C62H73ClF12N10O2P2 (ωB97M-V with the def2-TZVPD basis set, the OMol25 dataset).

HOMO level   -0.5880 Ha
Net charge   +6
Electronic energy   -148138.109 eV
Largest force on an atom   4.65 eV/A
ΔE to the lowest compared entry with this formula, charge and spin   0.1 kcal/mol
Frontier orbital gap   5.4445 eV

Last column: Mulliken charge in e.
CARTESIAN COORDINATES (ANGSTROEM)
C  -0.0722  -0.6285  1.4650  -0.919
N  0.3500  -1.3924  2.7260  0.284
C  -0.5901  -1.4425  3.6893  -0.690
C  -0.3598  -2.1778  4.8433  -0.581
C  0.8617  -2.9384  4.9683  1.401
C  1.8130  -2.7138  3.9989  -0.867
C  1.5075  -1.9313  2.8820  -0.353
C  1.0913  -3.7726  6.2298  1.159
C  2.2583  -4.4795  6.5395  -0.701
C  2.3546  -5.1085  7.8060  -0.064
N  1.3484  -5.0302  8.6910  -0.009
C  0.2088  -4.3872  8.3909  -0.630
C  0.0264  -3.8204  7.1798  -0.587
C  1.5219  -5.6033  10.0681  -0.873
H  -0.1503  0.4197  1.7251  0.445
H  -1.0503  -1.0456  1.1574  0.293
H  0.7184  -0.8657  0.7213  0.247
H  -1.4563  -0.8100  3.4431  0.491
H  -1.1740  -2.2715  5.6236  0.122
H  2.7237  -3.2185  3.9507  0.449
H  2.2048  -1.7470  2.0671  0.639
H  3.1361  -4.3760  5.9269  0.363
H  3.2495  -5.6546  8.0579  0.395
H  -0.5107  -4.3071  9.1940  0.469
H  -0.9225  -3.3808  7.0602  0.392
H  0.7697  -6.3401  10.2408  0.354
H  1.4676  -4.7892  10.7627  0.408
H  2.5559  -5.9692  10.1675  0.286
C  -1.1734  -6.1325  -5.7121  -0.833
N  0.1118  -6.3069  -4.9249  0.081
C  0.8658  -5.2271  -4.6055  -0.413
C  2.0315  -5.3537  -3.8943  -0.731
C  2.4670  -6.6128  -3.4718  0.657
C  1.7052  -7.6913  -3.8441  -0.590
C  0.5369  -7.5018  -4.5278  -0.418
C  3.8136  -6.8104  -2.7070  0.676
C  5.0493  -6.5271  -3.2915  -0.398
C  6.2330  -6.5116  -2.5306  -0.392
N  6.1469  -6.8503  -1.1782  0.083
C  4.9567  -7.1730  -0.6134  -0.293
C  3.8181  -7.2030  -1.3575  -0.687
C  7.3798  -6.5986  -0.3795  -1.040
H  -1.2511  -6.8232  -6.5322  0.377
H  -1.3006  -5.1052  -6.0695  0.244
H  -1.9431  -6.4347  -4.9873  0.383
H  0.3878  -4.2452  -4.6952  0.522
H  2.3814  -4.4161  -3.4916  0.579
H  1.8380  -8.7016  -3.5753  0.543
H  -0.1666  -8.3135  -4.7132  0.478
H  5.1038  -6.1014  -4.2874  0.473
H  7.2028  -6.3879  -3.0067  0.467
H  4.9818  -7.4549  0.4534  0.417
H  2.9395  -7.4741  -0.8863  0.602
H  7.8393  -5.6689  -0.6225  0.414
H  8.0267  -7.4359  -0.5228  0.378
H  7.0728  -6.5016  0.6410  0.346
C  -3.3483  -2.0262  -1.2345  -1.423
N  -4.5999  -1.2174  -1.3671  0.236
C  -5.7639  -1.8792  -1.1505  -0.196
C  -6.9972  -1.2190  -1.1390  -0.805
C  -6.9414  0.1326  -1.3510  0.952
C  -5.7595  0.8408  -1.4552  -0.802
C  -4.5621  0.0971  -1.5407  -0.039
C  -8.1962  0.8350  -1.1013  0.411
C  -8.7705  1.6681  -2.0255  -0.534
C  -9.7405  2.5791  -1.6605  -0.207
N  -10.1062  2.7136  -0.3962  -0.012
C  -9.6243  1.7947  0.4962  -0.592
C  -8.6784  0.8274  0.1942  -0.542
C  -10.8189  3.9431  0.1166  -0.842
H  -3.4767  -2.5837  -0.2975  0.519
H  -2.4501  -1.4243  -1.2688  0.335
H  -3.2684  -2.7216  -2.1006  0.301
H  -5.6399  -2.9667  -1.1302  0.493
H  -7.9747  -1.6724  -1.0290  0.618
H  -5.6987  1.9149  -1.4598  0.441
H  -3.6023  0.5393  -1.7237  0.565
H  -8.4997  1.5787  -3.0780  0.494
H  -10.1292  3.2578  -2.4324  0.387
H  -10.0217  2.0014  1.4761  0.499
H  -8.3135  0.2463  0.9898  0.532
H  -11.0501  4.5453  -0.7562  0.305
H  -10.0924  4.4251  0.7371  0.399
H  -11.7326  3.6685  0.6325  0.343
C  3.1099  4.9591  4.0134  -0.843
N  2.3207  6.0116  4.8217  0.142
C  0.9939  6.0088  4.9211  -0.339
C  0.3517  6.9555  5.7004  -0.692
C  1.0699  7.8356  6.4925  1.001
C  2.4444  7.8714  6.3028  -0.848
C  3.0244  6.9256  5.4799  -0.090
C  0.3643  8.8065  7.4063  0.921
C  -0.8225  8.5766  8.0411  -0.638
C  -1.4528  9.5062  8.8226  -0.265
N  -0.9562  10.7400  8.9545  -0.022
C  0.2049  11.0592  8.3898  -0.112
C  0.8543  10.1273  7.5503  -0.807
C  -1.7634  11.7456  9.7747  -0.803
H  3.0574  5.2890  2.9700  0.301
H  2.6343  4.0127  4.2686  0.347
H  4.1418  4.9989  4.3434  0.333
H  0.3572  5.2677  4.3819  0.356
H  -0.7538  6.8551  5.7525  0.390
H  3.0508  8.5114  6.9287  0.464
H  4.1609  6.9167  5.3130  0.290
H  -1.3028  7.5965  8.0473  0.463
H  -2.3325  9.2761  9.4219  0.451
H  0.5901  12.0513  8.5387  0.400
H  1.7991  10.4881  7.1526  0.379
H  -2.6929  11.8924  9.1789  0.363
H  -1.1531  12.6394  9.8599  0.272
H  -1.9470  11.3234  10.7629  0.365
C  -1.2248  2.7521  -10.7366  -0.912
N  -0.1711  2.8786  -9.6973  0.089
C  -0.2323  1.8901  -8.7882  -0.139
C  0.7082  1.8475  -7.7494  -0.831
C  1.8029  2.7520  -7.7407  0.653
C  1.8170  3.7231  -8.7343  -0.592
C  0.7985  3.8472  -9.6362  -0.350
C  2.9475  2.5013  -6.8111  0.933
C  2.7155  2.1702  -5.4595  -0.599
C  3.7065  1.8872  -4.5965  -0.575
N  5.0161  1.9368  -5.0124  0.050
C  5.2959  2.1914  -6.2977  -0.040
C  4.2956  2.5124  -7.2561  -0.702
C  6.0689  1.5326  -4.0197  -0.697
H  -1.9645  3.4171  -10.3592  0.409
H  -1.6224  1.7062  -10.7521  0.319
H  -0.8412  3.0927  -11.7048  0.346
H  -1.0214  1.1213  -8.8276  0.398
H  0.5564  1.0652  -7.0308  0.585
H  2.5689  4.5141  -8.8317  0.480
H  0.7363  4.6827  -10.3670  0.427
H  1.6878  2.1589  -5.1422  0.566
H  3.4846  1.7184  -3.5464  0.485
H  6.3078  2.0925  -6.6067  0.414
H  4.6040  2.7294  -8.3569  0.381
H  6.1464  2.2107  -3.1933  0.347
H  7.0716  1.5646  -4.5090  0.289
H  5.9474  0.4725  -3.6160  0.246
P  -1.0651  -0.8586  -5.2857  1.348
F  -1.1172  -2.4056  -5.8002  -0.322
F  -2.7075  -0.8019  -5.1779  -0.367
F  -0.9053  -1.2764  -3.7067  -0.443
F  -1.0026  0.7402  -4.8415  -0.422
F  0.5050  -0.9234  -5.3074  -0.388
F  -1.1453  -0.4552  -6.8932  -0.368
P  4.4709  -2.0965  -1.2044  1.255
F  4.4254  -3.7045  -0.8630  -0.323
F  5.4816  -2.3062  -2.5020  -0.393
F  3.2062  -2.2796  -2.3261  -0.444
F  4.4613  -0.4814  -1.5558  -0.372
F  3.4329  -1.9082  0.0169  -0.245
F  5.5979  -1.9183  -0.1399  -0.399
Cl  -0.3577  3.1855  4.5585  -0.765
C  -2.5407  -4.8152  0.3939  -1.039
C  -1.4841  -3.7120  0.6651  0.540
O  -1.0985  -3.7461  1.9220  -0.684
O  -1.2422  -2.8959  -0.2172  -0.491
H  -3.4121  -4.7456  1.0566  0.290
H  -2.1004  -5.8188  0.3842  0.347
H  -3.0398  -4.5447  -0.5759  0.241